Density functional theory data (ωB97M-V with the def2-TZVPD basis set) for a 2-piece molecular cluster, C3H7O2 overall.

```
! wB97M-V def2-TZVPD RIJCOSX def2/J DEFGRID3
* xyz -1 1
O -1.826 -0.267 -0.881
C -1.158 -1.188 -1.389
O 0.087 -1.336 -1.468
H -1.730 -2.029 -1.870
C 0.363 0.106 1.239
C 0.804 1.105 0.165
H 1.008 -0.776 1.212
H -0.633 -0.270 1.061
H 0.420 0.587 2.221
H 0.827 0.649 -0.817
H 0.050 1.896 0.127
H 1.788 1.523 0.400
*
```

Results
Energy: -7320.705 eV
HOMO level: -3.9 eV
Gap between HOMO and LUMO: 8.41 eV
ΔE to the lowest compared entry with this formula, charge and spin: 23.8 kJ/mol


Density functional theory data (ωB97M-V with the def2-TZVPD basis set) for C42H34AlN3O3S3 as an isolated structure in a non-equilibrium geometry.

```
! wB97M-V def2-TZVPD RIJCOSX def2/J DEFGRID3
* xyz 0 1
Al 0.712 1.075 -2.012
N -0.096 -0.087 -4.970
C 0.581 0.444 -3.895
S 1.048 -1.048 -2.937
N 0.579 1.792 -3.905
N 1.127 2.791 -2.937
C 2.325 3.117 -3.282
C 3.231 3.398 -2.170
C 3.979 4.570 -2.059
C 4.779 4.733 -0.934
C 4.826 3.721 0.028
C 4.076 2.543 -0.135
C 3.245 2.329 -1.244
O 2.533 1.277 -1.441
H -0.313 -1.030 -4.664
H -0.902 0.496 -5.124
H 2.750 2.981 -4.288
H 3.901 5.339 -2.816
H 5.354 5.641 -0.797
H 5.439 3.834 0.916
H 4.122 1.763 0.623
C 2.345 2.920 5.775
C 1.976 2.429 4.407
C 2.739 2.763 3.277
C 2.360 2.329 1.999
C 1.210 1.554 1.846
C 0.436 1.240 2.975
C 0.817 1.666 4.244
S 0.633 1.017 0.179
O -0.850 1.132 0.415
C 1.045 -0.827 0.490
C 2.336 -1.014 1.010
C 2.515 -1.833 2.118
C 1.402 -2.407 2.739
C 1.547 -3.068 3.969
C 0.449 -3.642 4.607
C -0.808 -3.560 4.024
C -0.964 -2.919 2.793
C 0.133 -2.343 2.106
C 0.027 -1.759 0.802
C -0.909 -2.424 -0.238
C -1.093 -3.876 -0.230
C -0.219 -4.810 0.393
C -0.466 -6.188 0.436
C -1.595 -6.704 -0.172
C -2.443 -5.847 -0.862
C -2.184 -4.467 -0.925
C -2.998 -3.689 -1.734
C -2.669 -2.364 -1.955
C -1.626 -1.736 -1.248
S -1.022 -0.185 -1.914
O -0.519 -0.513 -3.292
C -2.595 0.689 -2.158
C -2.863 1.293 -3.393
C -4.012 2.068 -3.574
C -4.915 2.250 -2.522
C -6.117 3.133 -2.685
C -4.648 1.650 -1.286
C -3.497 0.877 -1.105
H 3.362 3.323 5.797
H 2.299 2.099 6.499
H 1.653 3.708 6.088
H 3.630 3.377 3.386
H 2.957 2.613 1.138
H -0.482 0.664 2.868
H 0.196 1.409 5.099
H 3.162 -0.382 0.690
H 3.502 -1.901 2.570
H 2.522 -3.136 4.447
H 0.577 -4.150 5.559
H -1.670 -4.002 4.516
H -1.962 -2.875 2.359
H 0.711 -4.477 0.845
H 0.234 -6.847 0.942
H -1.798 -7.771 -0.144
H -3.299 -6.273 -1.381
H -3.819 -4.126 -2.298
H -3.209 -1.834 -2.738
H -2.162 1.184 -4.218
H -4.183 2.542 -4.538
H -6.312 3.351 -3.740
H -5.957 4.081 -2.162
H -7.008 2.644 -2.278
H -5.322 1.800 -0.445
H -3.293 0.457 -0.123
H -0.580 2.014 -2.012
*
```

Results
Energy: -93802.285 eV
HOMO level (alpha / beta): -6.7 / -5.3 eV
Gap between HOMO and LUMO (alpha / beta): 6.32 / 4.73 eV


Density functional theory data (ωB97M-V with the def2-TZVPD basis set) for C63H133BeF4N9O15S4 as an isolated structure in a non-equilibrium geometry.

```
! wB97M-V def2-TZVPD RIJCOSX def2/J DEFGRID3
* xyz 0 1
Be -2.695 0.571 2.506
N -0.593 -0.425 1.735
S 0.006 -1.442 0.812
O 0.415 -2.748 1.323
O 0.634 -0.950 -0.472
F -1.455 -1.643 0.267
S 0.912 0.149 2.260
O 1.805 0.769 1.260
O 1.487 -0.471 3.430
F 0.203 1.398 2.964
N -3.745 2.699 2.635
S -4.864 3.525 3.276
O -6.070 3.546 2.448
O -4.620 4.627 4.210
F -5.168 2.417 4.411
S -2.631 3.977 2.256
O -1.758 4.339 3.319
O -2.983 4.964 1.234
F -1.542 3.028 1.517
C -0.343 5.597 -5.126
C 0.513 5.396 -3.879
C -0.063 6.351 -2.740
C -1.195 5.779 -2.055
C -0.930 4.451 -1.420
C 0.204 3.586 -2.071
N 0.370 3.943 -3.485
O 1.173 3.145 -4.308
C 1.517 3.780 -1.197
C -0.208 2.100 -1.981
C 1.944 5.791 -4.209
H 0.018 4.922 -5.902
H -0.559 6.636 -5.375
H -1.356 5.253 -4.920
H 0.686 6.433 -1.952
H -0.248 7.341 -3.156
H -2.164 5.703 -2.548
H -1.395 6.492 -1.255
H -1.855 3.890 -1.286
H -0.667 4.731 -0.400
H 2.417 3.455 -1.720
H 1.735 4.844 -1.108
H 1.638 3.287 -0.232
H -0.591 1.755 -1.021
H -1.024 1.846 -2.657
H 0.687 1.565 -2.300
H 2.412 5.832 -3.225
H 1.881 6.771 -4.682
H 2.451 5.298 -5.039
H 0.572 2.432 -4.534
C -6.385 -0.459 2.004
C -6.334 -0.503 0.495
C -7.234 0.603 0.004
C -7.028 0.825 -1.484
C -5.653 1.332 -1.812
C -4.552 0.396 -1.207
N -4.918 -0.279 0.096
O -3.914 -1.121 0.639
C -4.404 -0.806 -2.293
C -3.252 1.215 -0.942
C -6.906 -1.899 -0.009
H -5.779 -1.227 2.485
H -7.351 -0.745 2.421
H -6.123 0.547 2.333
H -8.310 0.458 0.094
H -7.059 1.509 0.586
H -7.764 1.564 -1.801
H -7.203 -0.108 -2.020
H -5.721 2.324 -1.367
H -5.584 1.578 -2.872
H -5.163 -1.588 -2.324
H -4.520 -0.464 -3.322
H -3.474 -1.373 -2.253
H -2.941 1.799 -1.809
H -3.492 1.801 -0.055
H -2.528 0.497 -0.558
H -6.847 -2.654 0.775
H -6.370 -2.335 -0.852
H -7.912 -1.905 -0.430
H -3.914 -1.849 0.013
C -3.101 -0.480 7.567
C -2.305 -0.011 6.268
C -0.766 -0.058 6.596
C -0.251 -1.502 6.587
C -0.625 -2.194 5.254
C -2.182 -2.241 5.055
N -2.647 -0.814 5.069
O -3.903 -0.681 4.613
C -2.425 -2.892 3.595
C -2.975 -3.209 5.960
C -2.605 1.462 5.990
H -3.903 -1.180 7.332
H -3.674 0.294 8.077
H -2.514 -0.932 8.367
H -0.097 0.629 6.078
H -0.554 0.077 7.657
H -0.398 -2.163 7.441
H 0.818 -1.366 6.422
H -0.109 -3.152 5.197
H -0.255 -1.748 4.331
H -2.093 -3.923 3.471
H -3.476 -2.967 3.318
H -1.943 -2.417 2.741
H -4.049 -3.061 6.075
H -2.906 -4.233 5.594
H -2.541 -3.360 6.948
H -3.653 1.763 6.005
H -2.099 1.789 5.082
H -2.208 2.175 6.712
H -4.347 -0.956 5.418
C -5.626 -5.019 -2.333
C -5.055 -6.049 -1.336
C -4.932 -7.281 -2.099
C -3.977 -8.361 -1.469
C -2.592 -7.753 -1.281
C -2.595 -6.441 -0.409
N -3.684 -5.502 -1.003
O -3.619 -4.227 -0.468
C -2.763 -6.678 1.059
C -1.178 -5.785 -0.727
C -5.856 -6.119 -0.033
H -5.032 -4.895 -3.239
H -5.672 -4.083 -1.777
H -6.642 -5.028 -2.728
H -5.936 -7.700 -2.169
H -4.610 -7.035 -3.111
H -3.882 -9.151 -2.213
H -4.422 -8.596 -0.502
H -2.207 -7.569 -2.284
H -1.915 -8.434 -0.765
H -3.066 -5.752 1.547
H -3.531 -7.396 1.347
H -1.825 -6.907 1.566
H -1.080 -4.997 0.020
H -0.438 -6.569 -0.572
H -1.251 -5.454 -1.763
H -5.260 -6.340 0.852
H -6.543 -6.952 -0.183
H -6.386 -5.170 0.054
H -3.099 -3.824 -1.167
C 5.907 5.965 1.070
C 4.888 4.822 0.702
C 5.390 3.513 1.343
C 5.301 3.632 2.913
C 3.825 3.699 3.210
C 3.103 4.992 2.644
N 3.497 5.108 1.186
O 3.006 6.291 0.650
C 1.643 4.384 2.727
C 3.291 6.238 3.542
C 5.036 4.496 -0.812
H 6.891 5.511 1.189
H 5.615 6.577 1.923
H 6.019 6.770 0.343
H 4.850 2.659 0.935
H 6.429 3.250 1.141
H 5.695 4.587 3.260
H 5.719 2.696 3.283
H 3.694 3.765 4.290
H 3.357 2.758 2.921
H 1.437 3.938 3.700
H 0.859 5.118 2.543
H 1.443 3.643 1.953
H 4.318 6.504 3.790
H 2.868 7.078 2.989
H 2.650 6.163 4.421
H 4.561 5.206 -1.489
H 4.722 3.463 -0.955
H 6.096 4.579 -1.054
H 3.582 6.965 1.019
C 7.850 -0.559 1.409
C 6.861 -0.884 0.222
C 7.613 -1.969 -0.593
C 7.542 -3.382 -0.037
C 6.012 -3.650 0.108
C 5.166 -2.650 1.065
N 5.482 -1.232 0.598
O 4.748 -0.266 1.272
C 3.661 -2.906 0.774
C 5.513 -3.025 2.487
C 6.659 0.326 -0.790
H 7.461 0.337 1.894
H 8.817 -0.192 1.064
H 8.121 -1.358 2.099
H 7.198 -2.043 -1.598
H 8.644 -1.658 -0.763
H 7.901 -3.431 0.991
H 8.009 -4.224 -0.547
H 6.104 -4.651 0.529
H 5.635 -3.741 -0.911
H 3.011 -2.124 1.165
H 3.546 -2.972 -0.308
H 3.390 -3.751 1.407
H 6.498 -2.612 2.709
H 4.875 -2.435 3.145
H 5.787 -4.070 2.634
H 6.076 0.978 -0.139
H 6.217 0.019 -1.738
H 7.597 0.797 -1.084
H 3.965 -0.225 0.719
C 3.156 0.126 -3.114
C 2.670 -0.820 -4.219
C 1.263 -1.370 -3.672
C 0.442 -1.998 -4.854
C 0.328 -0.906 -5.900
C 1.617 -0.399 -6.468
N 2.542 -0.012 -5.355
O 3.630 0.541 -5.908
C 2.156 -1.410 -7.519
C 1.176 0.943 -7.308
C 3.692 -1.985 -4.514
H 2.743 1.135 -3.106
H 4.245 0.179 -3.106
H 2.846 -0.269 -2.147
H 1.421 -2.331 -3.182
H 0.775 -0.671 -2.993
H -0.573 -2.061 -4.462
H 0.831 -2.943 -5.233
H -0.165 -0.068 -5.409
H -0.390 -1.090 -6.700
H 2.204 -2.450 -7.195
H 1.689 -1.354 -8.502
H 3.213 -1.250 -7.730
H 0.251 0.882 -7.880
H 1.154 1.713 -6.537
H 2.033 1.177 -7.940
H 4.762 -1.782 -4.569
H 3.701 -2.468 -5.491
H 3.615 -2.793 -3.787
H 3.458 1.457 -6.137
*
```

Results
Energy: -166200.328 eV
HOMO level: -7.5 eV
Gap between HOMO and LUMO: 3.29 eV
ΔE to the lowest compared entry with this formula, charge and spin: 0.0 kJ/mol


Look up the energy of the third one.
-166200.328 eV